(1)
75
Properties=species:S:1:pos:R:3:forces:R:3 method="wB97M-V/def2-TZVPD" e_above_lowest_ev=0.000 homo_energy_ev=-4.75 charge=-1 gap_ev=4.884
C -6.415071 2.260515 -0.303028 1.8493 0.0450 0.5408
C -5.061800 2.170893 -0.075788 -1.7838 -0.2591 -0.8955
C -4.233597 1.043232 -0.661241 -0.4774 0.5593 -0.0624
Nb -2.762050 0.171064 0.825846 -2.6318 2.5622 2.9237
Br -4.695242 0.429888 2.578510 -0.1816 -0.0614 -1.5459
C -1.794105 2.144095 1.424056 1.4195 -0.2404 -0.9460
C -1.651451 3.207694 0.302476 0.7129 0.1710 0.2368
C -0.176582 3.615255 0.032310 -0.3037 0.2297 -0.3889
C 0.166868 5.043540 0.485662 0.5072 -0.4576 0.0793
N -0.246722 5.378187 1.845277 0.2020 0.3670 -0.1631
P -0.975670 -0.078575 -1.032955 -0.0464 -0.9592 0.2406
N -0.203918 -1.486064 -1.019918 0.3613 0.1913 0.0562
B -3.534964 -1.998995 0.219514 0.9445 -0.4316 -0.8321
O -4.217769 -2.681982 1.213425 0.6721 0.3233 0.0862
O -3.349738 -2.649129 -1.009014 -0.5337 0.0158 0.3954
C -4.383983 -2.527204 -1.977281 0.1963 -0.3882 -0.4953
C -5.784322 -2.867032 -1.483671 0.0032 -0.0127 -0.3358
C -1.448591 -0.901586 2.401103 -0.0875 0.5752 -0.1021
I -2.154117 -0.303044 4.361761 -0.4327 -1.0455 0.5887
C 0.079178 -0.575117 2.247217 -0.2049 -1.0924 0.7882
C 0.905828 -1.880201 2.226112 0.0961 0.0623 -0.2207
I 0.872249 0.599571 3.924624 1.2256 0.5590 -0.6107
H -6.877360 1.790350 -1.167278 0.0189 -0.6241 0.4475
H -7.072878 2.765203 0.399594 0.1605 0.6079 -0.4206
H -4.568754 2.948149 0.505684 -0.1297 -0.4103 0.5094
H -4.954352 0.281758 -0.973808 0.1247 0.0360 -0.3743
H -3.687577 1.443736 -1.529515 0.1977 -0.4037 0.0145
H -2.378844 2.528726 2.266894 -0.2998 -0.3456 -0.1127
H -0.786102 1.992358 1.827418 -0.1456 0.0039 0.1244
H -2.068348 2.896108 -0.657135 -0.2885 -0.0021 0.1060
H -2.161216 4.123829 0.618937 -0.2795 -0.1221 -0.2263
H 0.525876 2.919262 0.497825 -0.1145 -0.0662 0.0989
H 0.014652 3.558080 -1.046339 0.1285 -0.0125 0.0757
H -0.211599 5.772181 -0.235115 -0.2202 0.0667 0.2285
H 1.259369 5.135146 0.452017 -0.0466 0.0813 -0.1180
H -0.173210 4.567232 2.442324 -0.0880 -0.0796 0.1220
H -1.190383 5.726824 1.882388 -0.1824 -0.1352 0.0346
H -1.522254 0.165059 -2.319696 0.1585 0.4460 -0.0024
H -0.041134 0.976355 -0.865304 -0.1569 0.1862 -0.4822
H -0.596507 -2.078606 -0.298739 -0.1039 -0.1454 -0.1159
H -4.016877 -3.617948 1.106730 -0.4173 -0.3407 -0.1870
H -4.342653 -1.535328 -2.442575 -0.1056 0.0746 0.1915
H -4.133217 -3.234206 -2.774563 0.0921 0.0270 0.0889
H -5.758388 -3.808199 -0.932324 -0.0636 0.1339 0.1497
H -6.239127 -2.076878 -0.885784 0.1046 -0.1030 0.1864
H -6.423676 -3.032116 -2.356272 -0.0079 0.0976 0.0091
H -1.620356 -1.975996 2.401304 0.2574 0.0462 0.2632
H 0.296131 0.038177 1.379205 0.0879 0.0942 0.1066
H 0.296036 -2.709790 2.590457 0.0894 0.0599 0.0738
H 1.799422 -1.807559 2.843732 -0.0329 -0.0499 -0.1058
H 1.230503 -2.107717 1.209068 -0.1161 0.0676 -0.0257
C 5.521574 2.237922 2.404617 -0.0473 -0.0258 0.0123
C 4.462954 1.437345 2.302895 0.0155 0.0382 0.0327
C 4.352922 0.461713 1.180938 0.0507 0.0831 0.0110
O 3.395610 -0.271654 1.071094 -0.0342 -0.0227 0.0072
C 5.462982 0.416524 0.189395 -0.0126 -0.0767 -0.1095
C 6.514473 1.225093 0.306518 -0.0308 -0.0583 -0.0359
C 6.627512 2.194791 1.418943 0.0421 0.0474 0.0148
O 7.591117 2.928780 1.522989 0.0073 -0.0041 0.0012
H 5.627463 2.956951 3.207436 0.0220 0.0128 -0.0099
H 3.647860 1.464327 3.020579 0.0062 -0.1100 -0.1643
H 5.360839 -0.307592 -0.622904 -0.0168 0.3876 0.4344
H 7.334660 1.213036 -0.400953 0.0098 0.0191 0.0113
C 5.046436 -4.761069 -3.680324 0.0473 0.0000 -0.0085
C 5.634519 -3.696712 -3.145611 0.0364 -0.0273 -0.0242
C 4.844731 -2.662687 -2.431500 -0.0196 -0.0066 0.0276
O 5.397295 -1.693122 -1.949229 0.0473 -0.2716 -0.3155
C 3.380654 -2.855511 -2.329096 -0.0789 0.0489 0.0423
C 2.791597 -3.923201 -2.865386 0.0314 0.0362 0.0157
C 3.576669 -4.958095 -3.581601 -0.0556 0.0625 0.0478
O 3.049585 -5.933467 -4.071462 -0.0126 -0.0715 -0.0434
H 5.599509 -5.528454 -4.207242 -0.0344 -0.0215 -0.0053
H 6.702995 -3.531027 -3.203500 -0.0042 0.0356 0.0222
H 2.821756 -2.092098 -1.799270 -0.0747 0.0005 0.0260
H 1.722680 -4.080988 -2.801454 -0.0224 0.0227 0.0125

(2)
71
Properties=species:S:1:pos:R:3:forces:R:3 method="wB97M-V/def2-TZVPD" homo_energy_ev=-7.49 gap_ev=6.465
Cs -3.604958 16.789119 21.535549 0.2454 0.0505 -0.0423
B -4.841393 19.541104 22.496981 0.5264 0.1519 0.3350
H -4.154600 19.282975 23.288134 2.9937 -1.1597 2.7836
H -5.464588 18.676426 22.329021 -1.9671 -3.2893 -0.7547
H -5.443112 20.357782 22.864691 -2.2488 2.8901 0.8887
H -4.365310 19.875309 21.588194 2.1119 0.9543 -2.9611
C -1.558580 16.997634 26.850361 -0.4998 -0.2980 -0.8473
C -2.337379 18.264846 26.419145 1.2558 -0.0443 -0.2487
C -1.622074 18.898476 25.193886 0.3054 -0.4960 -0.2094
S -0.623585 17.552162 24.438112 2.9005 -1.3510 4.9705
O 0.814007 17.682256 24.774118 -2.4834 0.3470 -1.0101
O -1.065189 17.267961 23.131709 -0.8707 -0.2290 -3.0000
C -1.240536 16.170111 25.575559 -0.7316 1.6508 0.6387
H -2.189884 16.429575 27.533642 0.1673 -0.0830 0.0777
H -0.622901 17.248114 27.350209 -0.0402 0.0818 0.0257
H -2.303473 18.941970 27.272636 -0.5588 0.1600 -0.2769
H -3.348137 18.008462 26.101752 -0.0853 0.1015 0.3931
H -0.934516 19.720614 25.392486 0.1336 -0.2623 0.3284
H -2.288718 19.248190 24.405596 -0.1383 -0.2129 0.1122
H -0.622761 15.313833 25.846193 0.6074 0.4006 -0.7460
H -2.169496 15.804262 25.138207 -0.0824 0.0106 -0.1171
N -1.997376 20.991407 21.794921 1.1903 -0.8109 -0.3170
C -1.447428 21.216688 20.546517 -0.7339 0.5079 0.0006
C -0.258382 21.924799 20.703685 -0.6487 -0.4625 -0.0819
C -0.017117 21.980263 22.081945 -0.9436 -0.6329 1.7976
C -1.083888 21.330662 22.725069 1.0635 1.3706 0.0808
H -2.816396 20.462347 22.058367 -0.0672 0.0461 -0.6119
H -2.020885 20.872307 19.698623 0.2119 0.3704 -0.2125
H 0.353259 22.426680 19.968564 -0.1549 -0.4043 -0.2213
H 0.768148 22.456662 22.650099 0.1636 -0.0251 -0.3660
H -1.284687 21.158369 23.772159 0.0904 0.2967 -0.1291
N -5.940223 23.263677 23.229590 0.8669 -0.0430 -1.6257
C -6.659337 24.283786 23.713343 -0.7379 1.2870 0.9614
C -6.471257 25.436121 22.939120 -0.5644 -1.2526 1.3786
C -5.581716 25.061842 21.922164 -0.1202 -0.4514 0.0618
C -5.283121 23.721300 22.114830 0.3870 0.7337 -1.1275
H -5.994338 22.301042 23.530425 0.1438 0.4105 -0.0934
H -7.156523 24.107014 24.655656 -0.2968 0.3480 -0.1133
H -6.958251 26.378685 23.141108 0.1970 -0.0190 -0.1105
H -5.264761 25.719088 21.125947 0.2235 -0.3080 -0.0406
H -4.693381 23.160669 21.404685 0.0197 -0.4565 0.6288
N -5.091532 20.859825 25.310954 1.0582 1.6650 -0.0531
C -6.237925 21.387416 25.774222 -2.6697 -1.0666 1.1515
C -6.158546 21.599460 27.134006 2.3834 0.8047 0.0163
C -4.725304 21.526855 27.430491 -1.2693 -0.6047 -1.5888
C -4.120094 21.148944 26.223324 0.4640 -0.7017 2.3310
H -4.975478 20.455058 24.392917 0.2164 0.3664 0.0066
H -7.116291 21.473809 25.151801 -0.0674 -0.3919 -0.0170
H -6.861709 21.895519 27.898412 -0.3481 0.1143 -0.5659
H -4.319909 21.657616 28.422949 0.3699 0.1501 -0.3078
H -3.062864 20.994046 26.066255 -0.1889 -0.1818 -0.2674
N -6.042288 19.861133 19.898083 0.6801 1.1338 -0.1346
C -5.989332 21.202173 19.496031 -0.8489 -1.1228 -0.8064
C -6.903595 21.344706 18.427813 1.2786 0.0729 2.0078
C -7.485950 20.090539 18.276163 -0.8072 -1.8098 -0.3111
C -6.918350 19.158492 19.158336 -0.9209 1.4920 -1.4537
H -5.559232 19.491350 20.704320 -0.0044 0.3133 -0.4383
H -5.315497 21.903298 19.965901 -0.2044 -0.2010 -0.0305
H -7.152676 22.266763 17.923657 0.0728 -0.1481 0.0175
H -8.330179 19.848506 17.647597 0.1902 0.0161 -0.2839
H -7.091042 18.094785 19.229801 -0.0188 0.1640 0.2954
N -7.816621 19.209590 22.736839 -3.2858 0.0061 0.4723
C -8.891305 19.397605 21.873618 -0.6679 0.5395 0.7317
C -10.059229 19.480105 22.641012 0.4078 -0.8585 0.5357
C -9.719302 19.185860 24.011783 -0.0775 1.1102 -1.3506
C -8.377566 19.120882 24.010949 2.9574 -0.4245 0.4837
H -6.836515 19.257940 22.497733 -0.5205 -0.0029 0.2598
H -8.707600 19.499665 20.814264 -0.2166 0.1374 0.1181
H -11.105859 19.696613 22.485798 0.2034 -0.0715 -1.1555
H -10.386865 19.228135 24.859709 0.1608 -0.1285 -0.0624
H -7.673423 19.083996 24.829011 -0.1574 -0.2500 0.2006

(3)
77
Properties=species:S:1:pos:R:3:forces:R:3 method="wB97M-V/def2-TZVPD" e_above_lowest_ev=0.000 homo_energy_ev=-3.46 charge=-2 gap_ev=7.171
Sr 8.986887 9.758284 9.030421 1.1455 -1.5132 -0.3737
O 8.466738 7.905577 13.344014 0.1639 0.2063 -1.2581
C 8.530321 8.073453 12.100028 -0.4511 0.4845 0.8091
O 8.608000 9.185380 11.473673 0.1044 -0.5293 0.3044
C 8.406519 6.803997 11.218815 0.6733 0.3465 0.5494
N 9.238833 6.841656 10.018758 -1.0168 -0.6196 -1.1376
C 10.593527 6.407538 10.276108 -0.0513 0.4893 0.9409
C 11.362041 7.456748 11.063766 0.0932 0.8920 0.1663
N 11.554180 8.681322 10.272528 0.5352 -0.3761 -0.3341
C 12.623945 8.429541 9.299706 0.3403 0.2479 0.4688
C 12.688636 9.401737 8.142330 0.2317 0.1633 0.4537
N 11.476329 9.384548 7.348768 0.3355 -1.3708 -0.2830
C 11.446703 8.072895 6.618717 0.0779 0.8353 -0.0250
C 10.100666 7.733295 6.017075 -0.3575 -0.4360 -0.8316
N 9.065198 7.474829 7.032437 -0.3386 0.6720 -0.2369
C 9.186490 6.126461 7.560090 1.2751 0.8651 1.2500
C 8.640034 5.955985 8.975058 -0.3428 0.4385 0.4222
C 7.715938 7.707287 6.450893 1.5369 -0.1634 -0.7730
C 6.547057 7.844314 7.380083 -1.4258 -0.9537 0.2770
O 5.530825 7.236148 6.960576 0.2030 0.5885 0.5202
O 6.643108 8.508208 8.456433 0.6212 0.3269 -0.2675
C 11.497489 10.532048 6.442310 -0.5657 -1.3340 -0.7231
C 10.154746 10.655907 5.661571 0.7515 0.3367 0.1853
O 10.300193 10.936793 4.462258 -0.5575 0.0054 -0.2078
O 9.097978 10.466341 6.325558 0.0327 0.2777 0.2079
C 12.031823 9.759386 11.127369 0.1943 -0.3476 -0.1147
C 11.843519 11.182232 10.580544 1.3141 -0.3482 0.8306
O 12.588044 11.991997 11.147045 0.0392 0.7298 -0.0316
O 11.007524 11.377743 9.679318 -1.3395 0.1479 -0.6194
H 7.366476 6.767291 10.930418 -0.3376 -0.0171 -0.2008
H 8.624145 5.929884 11.869273 -0.0279 0.1721 -0.3146
H 11.061823 6.202136 9.321696 0.2596 -0.1598 0.0149
H 10.581524 5.509862 10.913403 0.0721 -0.3860 -0.2330
H 12.380137 7.090934 11.372677 -0.7281 -0.0935 0.0984
H 10.764505 7.766494 11.955636 0.7291 -0.5533 -0.5084
H 12.609548 7.416602 8.946862 -0.4426 -0.5262 -0.2746
H 13.580442 8.453766 9.846787 0.2093 0.2274 -0.0576
H 13.590274 9.127384 7.539731 -0.2776 0.2511 0.0833
H 12.813231 10.420074 8.534421 0.1489 -0.3340 -0.2458
H 11.767374 7.252506 7.271803 -0.3284 0.3632 0.1691
H 12.225690 8.053593 5.830700 -0.1934 0.2940 -0.1229
H 10.235377 6.821682 5.392682 0.0632 0.0454 0.1715
H 9.767466 8.487970 5.273542 0.1648 -0.4063 0.8321
H 10.258399 5.827621 7.570449 -0.5719 0.2181 -0.1718
H 8.676281 5.441071 6.932103 -0.6378 -1.0057 -0.8357
H 8.834916 4.912309 9.264376 -0.2338 -0.2203 -0.0096
H 7.546125 6.128960 8.962247 0.6150 -0.0891 0.0741
H 7.460109 6.915747 5.727089 0.1194 -0.0292 0.1676
H 7.823631 8.624995 5.879798 -0.2076 0.2980 0.0406
H 12.329056 10.408336 5.705142 -0.3745 0.3867 0.3864
H 11.598363 11.403143 7.058392 0.2804 0.6223 0.2634
H 13.106172 9.570450 11.399192 -0.6812 0.4229 -0.0992
H 11.464839 9.753121 12.039661 -0.3745 -0.0981 0.5865
Br 5.080576 15.586007 8.392772 -0.5775 0.4570 -0.2335
C 6.043927 13.979921 8.555397 -0.0438 0.3020 0.2514
C 7.242197 14.084116 9.231014 0.1188 -1.2358 -0.4123
C 7.912955 12.877603 9.364556 0.4949 0.9173 -0.0307
N 7.479412 11.758857 8.852655 -0.1569 -1.1288 -0.2746
C 6.342851 11.658796 8.176744 -0.8307 0.0008 0.3997
C 5.529251 12.791719 8.050859 -0.1524 -0.3527 -0.4092
H 7.712125 14.978288 9.582741 -0.2469 0.4311 0.1748
H 8.883371 12.816556 9.829480 0.2611 0.1752 0.3227
H 6.086110 10.615346 7.872251 -0.0026 1.0585 0.0113
H 4.538750 12.760381 7.566142 0.7445 0.0163 0.2720
C 7.254780 11.997668 13.104063 0.0777 1.1374 1.0208
P 8.583224 13.294351 13.032814 -0.0193 -0.1181 -0.5788
C 8.428194 14.195320 14.631996 0.1148 -0.1564 0.2975
C 10.005035 12.157179 13.356695 -0.4828 0.1262 -0.7719
H 7.077979 11.497628 14.072132 0.2251 0.2966 -0.2366
H 7.613166 11.269359 12.424157 0.0932 -1.0258 -0.8126
H 6.336808 12.441576 12.738942 -0.3170 -0.0765 -0.0808
H 8.404064 13.490088 15.450501 -0.0487 -0.3357 0.4297
H 7.535300 14.812973 14.710080 -0.1243 0.0030 -0.2744
H 9.286014 14.842716 14.808026 0.1239 0.0730 -0.2045
H 9.810718 11.746143 14.329369 0.1756 -0.5804 0.5699
H 10.971850 12.666084 13.332099 -0.1332 -0.1803 -0.1970
H 9.934911 11.347778 12.578803 0.2394 0.7519 0.7843